This record from the OMol25 dataset describes a structure of composition C4H4FNS at a distorted geometry. The level of theory is ωB97M-V/def2-TZVPD.

The spin multiplicity is 3. For the energy, the calculation gives -707.4540 a.u. The charge is 0. As for the HOMO energy (spin up / spin down): -5.48 / -9.51 eV. The calculation puts the lowest unoccupied orbital energy (spin up / spin down) at 0.0285 / -0.1204 Eh. Its strongest force on any atom is 0.121 hartree/bohr.

Each line ends with the Mulliken charge.
Geometry (Å):
C 0.4549 -1.3787 -0.0583  -0.63
C 0.0151 -0.1160 0.0507  0.62
C 1.0647 0.7839 0.3207  0.34
C -1.4399 0.3506 -0.0928  -1.07
N 2.2544 0.3129 0.3070  -0.55
F 0.8815 2.1165 0.6543  -0.23
S 2.2215 -1.2875 -0.0234  0.18
H -0.1520 -2.1781 -0.4298  0.44
H -2.2473 -0.4183 0.0666  0.31
H -1.6565 1.3121 0.3956  0.29
H -1.3965 0.5026 -1.1905  0.29

Atoms 1-2, force components in eV/Å:
-0.5 -1.3 -0.3
-2.6 2.3 1.3

***

This record from the OMol25 dataset describes a structure of composition C36H92F6N7O12Ti2 at a distorted geometry. The level of theory is ωB97M-V/def2-TZVPD.

The spin multiplicity is 7. For the energy, the calculation gives -5010.0698 a.u. The charge is +1. As for the HOMO energy (spin up / spin down): -9.27 / -9.20 eV. The calculation puts the lowest unoccupied orbital energy (spin up / spin down) at -0.1786 / -0.2037 Eh. Its strongest force on any atom is 0.094 hartree/bohr.

Each line ends with the Mulliken charge.
Geometry (Å):
Ti 0.2899 -5.3680 -4.9541  0.72
Ti -2.5192 -6.2387 -1.6772  0.95
O -3.0140 -1.5012 -2.7212  -0.31
H -3.6666 -2.1015 -2.3532  0.37
H -3.1044 -1.5419 -3.6761  0.43
H -2.1668 -1.7673 -2.3563  0.37
C 0.6050 -2.2653 -0.1285  -0.09
O -0.4611 -1.3655 0.0244  -0.12
O 0.0001 -3.0781 -1.1357  -0.92
C 1.9486 -1.4927 -0.3269  0.72
F 2.3953 -0.9061 0.8396  -0.26
F 2.9293 -2.2968 -0.6819  -0.28
F 1.8920 -0.5211 -1.2807  -0.27
C -0.6545 -0.8598 1.4322  0.00
C -1.9268 -0.0756 1.4344  -1.36
H -1.7402 0.7998 0.8123  0.30
H -2.8251 -0.6088 1.1231  0.28
H -2.1836 0.3285 2.4136  0.41
H 0.1953 -0.2266 1.6874  0.28
H -0.8040 -1.5837 2.2333  0.23
H 0.5369 -2.9942 0.6790  0.22
C -7.3348 -3.3268 -2.7608  -0.32
O -7.4417 -2.6115 -3.9991  -0.14
O -6.0641 -3.9639 -2.9025  -0.83
C -7.6482 -2.4714 -1.4925  0.87
F -7.8049 -3.2493 -0.3622  -0.28
F -6.5958 -1.6141 -1.2695  -0.26
F -8.7891 -1.7339 -1.5786  -0.26
C -8.7017 -2.2868 -4.5626  -0.14
C -8.3427 -1.2661 -5.6395  -1.22
H -8.0578 -0.2607 -5.3297  0.29
H -7.5189 -1.7380 -6.1750  0.28
H -9.1969 -1.1387 -6.3045  0.38
H -9.3530 -1.7868 -3.8458  0.26
H -9.2648 -3.0637 -5.0796  0.27
H -8.1333 -4.0681 -2.7930  0.21
C 4.3292 4.1274 -1.7007  -1.22
C 3.5167 4.8644 -0.6079  0.45
C 2.1099 5.3278 -1.2265  -0.80
O 1.1150 5.8371 -0.3031  -0.25
C 1.1459 7.2158 -0.1006  -0.74
N 3.1540 3.9294 0.5337  -0.68
H 4.1974 4.6603 -2.6424  0.31
H 3.9567 3.1185 -1.8781  0.22
H 5.3945 4.0298 -1.4918  0.35
H 4.0784 5.7073 -0.2053  0.29
H 1.5471 4.4433 -1.5250  0.26
H 2.0914 5.9056 -2.1506  0.45
H 0.9629 7.8681 -0.9545  0.31
H 2.0009 7.6715 0.3988  0.30
H 0.3971 7.2526 0.6907  0.25
H 2.8357 3.0523 0.1470  0.22
H 2.3445 4.3354 0.9809  0.29
C -5.1764 4.1329 4.4026  -1.44
C -4.4748 5.4638 4.0412  0.59
C -5.3345 6.2620 2.9468  -0.81
O -5.6336 5.4888 1.7566  -0.39
C -4.6015 5.3520 0.7475  -0.56
N -4.2268 6.1404 5.3401  -0.68
H -6.1791 4.2306 4.8188  0.36
H -4.6004 3.6277 5.1779  0.40
H -5.3356 3.3176 3.6968  0.33
H -3.5297 5.1521 3.5966  0.17
H -4.8547 7.2259 2.7769  0.38
H -6.2673 6.5503 3.4314  0.34
H -4.9806 5.0664 -0.2337  0.25
H -3.9543 4.5253 1.0403  0.18
H -4.0705 6.2926 0.8940  0.31
H -3.6214 5.5456 5.8877  0.28
H -5.0673 6.1732 5.8992  0.29
C -2.0516 -2.9380 6.9780  -1.42
C -1.0147 -3.9677 7.5050  0.37
C 0.3760 -3.4971 7.1108  -0.67
O 0.6423 -3.8217 5.7346  -0.24
C 2.0665 -3.5717 5.3702  -0.79
N -1.0515 -3.8916 8.9171  -0.70
H -2.3143 -2.9180 5.9203  0.27
H -1.7766 -1.9738 7.4055  0.39
H -3.0418 -3.0956 7.4054  0.39
H -1.1824 -4.9421 7.0462  0.35
H 1.1602 -3.8557 7.7775  0.42
H 0.4251 -2.4153 7.2350  0.25
H 2.6238 -4.4999 5.4961  0.32
H 2.6208 -2.7996 5.9037  0.34
H 2.2288 -3.4087 4.3047  0.20
H -1.7092 -4.4327 9.4600  0.25
H -1.4505 -2.9927 9.1471  0.26
C 5.7705 -5.5445 -4.3725  -1.57
C 4.4062 -5.4205 -5.0034  0.42
C 4.4773 -5.1272 -6.4546  -0.90
O 3.1430 -5.0487 -7.0085  -0.22
C 3.1494 -4.6648 -8.3281  -0.77
N 3.5397 -6.5036 -4.6262  -0.47
H 6.2928 -6.4748 -4.5958  0.37
H 5.6067 -5.5204 -3.2952  0.43
H 6.4287 -4.6914 -4.5369  0.42
H 3.9609 -4.5250 -4.5700  0.12
H 5.0424 -5.8535 -7.0386  0.40
H 5.0328 -4.2036 -6.6173  0.43
H 3.9017 -3.9376 -8.6333  0.32
H 2.1573 -4.2465 -8.4980  0.22
H 3.4034 -5.5346 -8.9340  0.32
H 3.8663 -6.6569 -3.6829  0.29
H 3.8646 -7.2664 -5.2031  0.28
C -3.9610 -7.6053 2.5591  -1.48
C -2.5923 -6.9560 2.4708  0.53
C -1.4281 -7.8853 1.9518  -0.84
O -1.7357 -8.4751 0.6962  -0.25
C -0.7343 -9.0800 -0.0490  -0.86
N -2.7355 -5.7532 1.5838  -0.44
H -4.0931 -8.4115 3.2808  0.39
H -4.3490 -8.0529 1.6441  0.29
H -4.6955 -6.8417 2.8152  0.39
H -2.3996 -6.5893 3.4790  0.22
H -1.4995 -8.8122 2.5209  0.39
H -0.4613 -7.4773 2.2465  0.50
H -0.1230 -9.6925 0.6137  0.33
H -0.1408 -8.3370 -0.5818  0.34
H -1.2233 -9.7065 -0.7950  0.26
H -1.8934 -5.2113 1.4525  0.14
H -3.4737 -5.1758 1.9603  0.23
C 1.5692 9.2346 5.9997  -1.32
C 1.1056 7.8996 6.6113  0.15
C 0.8776 6.8310 5.5031  -0.51
O 0.7114 5.5074 6.1515  -0.39
C 0.8530 4.2920 5.3191  -0.58
N 2.1176 7.4672 7.4730  -0.75
H 1.6330 10.0533 6.7166  0.35
H 0.7826 9.4737 5.2841  0.34
H 2.5322 9.0619 5.5192  0.34
H 0.1912 7.9714 7.2003  0.36
H 1.7633 6.7600 4.8718  0.35
H 0.0246 7.2411 4.9624  0.28
H 0.1172 4.3137 4.5153  0.19
H 0.6321 3.4429 5.9659  0.21
H 1.8915 4.4154 5.0118  0.33
H 2.9971 7.3657 6.9869  0.28
H 1.7450 6.5417 7.6306  0.37
C 8.5823 4.5679 -7.3924  -1.40
C 7.8438 3.2489 -7.7847  0.50
C 6.4561 3.1839 -7.1775  -0.68
O 5.7006 2.0005 -7.5919  -0.31
C 4.4143 1.8856 -7.0206  -0.67
N 7.9652 3.0237 -9.2292  -0.74
H 8.6933 4.6308 -6.3099  0.39
H 8.3552 5.5344 -7.8424  0.36
H 9.6213 4.4266 -7.6900  0.35
H 8.4052 2.4923 -7.2366  0.17
H 5.9838 4.1200 -7.4752  0.36
H 6.5958 3.2532 -6.0987  0.34
H 3.9868 0.8868 -7.1076  0.24
H 3.7197 2.5354 -7.5530  0.30
H 4.3338 2.0996 -5.9548  0.24
H 7.2069 2.4420 -9.5559  0.29
H 8.7890 2.4514 -9.3474  0.26

Atoms 1-2, force components in eV/Å:
0.9 -0.1 0.2
-0.2 0.4 1.2

***

This record from the OMol25 dataset describes a structure of composition C20H45F6O27P3S2Zn at a distorted geometry. The level of theory is ωB97M-V/def2-TZVPD.

For the energy, the calculation gives -7019.8557 a.u. The charge is 0. As for the HOMO energy: -9.97 eV. The calculation puts the lowest unoccupied orbital energy at -0.0301 Eh. Its strongest force on any atom is 0.041 hartree/bohr.

Each line ends with the Mulliken charge.
Geometry (Å):
Zn 3.5459 -0.3607 -2.8849  0.26
C -0.2312 -1.1716 -4.8569  0.62
F -0.4968 0.0993 -4.4904  -0.22
F -0.4141 -1.9805 -3.8330  -0.20
F -1.0590 -1.4774 -5.8448  -0.23
S 1.5228 -1.2550 -5.4430  1.06
O 2.3168 -0.7573 -4.3096  -0.12
O 1.7607 -2.6184 -5.7828  -0.68
O 1.4896 -0.3365 -6.5438  -0.68
C -0.2153 0.3197 -0.7347  0.44
F -1.0410 -0.5132 -1.3550  -0.22
F 0.0319 1.3456 -1.5528  -0.15
F -0.8613 0.7849 0.3373  -0.08
S 1.3637 -0.5166 -0.2883  0.21
O 2.1186 0.4379 0.4754  -0.61
O 0.9726 -1.7147 0.3940  -0.51
O 2.0388 -0.8050 -1.5735  0.35
C 3.7387 3.6224 -0.8013  -0.21
O 3.9349 3.9801 -2.1753  -0.33
P 3.9016 2.9534 -3.3296  0.24
O 3.4311 1.6071 -2.9352  1.17
O 5.3300 2.9785 -3.9584  -0.28
C 5.8597 4.2353 -4.4147  -0.74
O 3.0291 3.6186 -4.4435  -0.35
C 1.6223 3.2648 -4.4950  -0.48
H 4.6989 3.5965 -0.2941  0.33
H 3.2530 2.6533 -0.6875  -0.09
H 3.0441 4.3132 -0.3534  0.24
H 5.4347 5.0858 -3.8906  0.34
H 5.6630 4.3203 -5.4833  0.27
H 6.9397 4.2227 -4.3009  0.26
H 1.1591 3.1243 -3.5196  0.19
H 1.4946 2.3645 -5.0964  0.21
H 1.1101 4.0825 -4.9966  0.31
C -3.4459 -2.9904 -0.0702  -0.66
O -4.7787 -3.4509 -0.0294  -0.25
P -5.0869 -4.9861 0.0927  0.90
O -4.5049 -5.6547 1.2416  -0.67
O -4.6502 -5.6273 -1.2883  -0.32
C -4.4583 -4.8706 -2.4878  -0.56
O -6.6571 -4.9690 0.0516  -0.29
C -7.4067 -5.9986 0.6376  -0.71
H -3.2960 -2.2118 -0.8213  0.30
H -2.6677 -3.7386 -0.2276  0.49
H -3.2399 -2.4849 0.8762  0.15
H -4.5875 -5.5840 -3.2970  0.28
H -3.4854 -4.3850 -2.5163  0.21
H -5.2292 -4.1055 -2.6133  0.31
H -6.9555 -6.9929 0.7015  0.33
H -8.3236 -6.1455 0.0696  0.27
H -7.6508 -5.7227 1.6641  0.27
C -1.0103 6.8946 3.7567  -0.77
O -0.2660 5.7635 3.3464  -0.37
P -0.7813 4.9668 2.0818  0.83
O -2.1586 4.5207 2.1700  -0.53
O -0.4353 5.9290 0.8845  -0.37
C -0.7732 5.5798 -0.4387  -0.52
O 0.2988 3.8326 1.9297  -0.03
C 0.3001 2.7033 2.8239  -0.44
H -0.9138 7.7081 3.0284  0.28
H -0.6498 7.2569 4.7165  0.26
H -2.0860 6.7309 3.8699  0.32
H -0.0015 4.9862 -0.9358  0.05
H -0.9618 6.4969 -0.9867  0.30
H -1.6754 4.9609 -0.4801  0.32
H 0.2389 1.7087 2.3896  -0.07
H -0.5996 2.6870 3.4508  0.36
H 1.1806 2.7732 3.4592  0.39
C 1.3025 -1.8981 3.7256  -0.20
O 1.8862 -1.4315 4.9429  -0.37
C 1.2964 -0.3777 5.4972  0.74
O 0.6180 0.4380 4.9739  -0.44
O 1.5792 -0.3856 6.7801  -0.38
C 0.9718 0.6401 7.5798  -0.65
H 2.0184 -2.5250 3.2049  0.28
H 1.1507 -1.0424 3.0630  -0.10
H 0.3472 -2.4178 3.7960  0.32
H 1.5299 1.5734 7.4900  0.28
H 0.9896 0.2665 8.5988  0.24
H -0.0620 0.8369 7.2937  0.29
C -1.9472 -0.5360 3.1077  0.07
O -2.4190 0.7681 2.7915  -0.06
C -3.6552 1.0189 2.3993  0.63
O -4.0538 2.0804 2.0970  -0.54
O -4.4115 -0.0713 2.4717  -0.32
C -5.7999 0.1115 2.2722  -0.80
H -2.5408 -1.3407 2.6814  0.12
H -1.8721 -0.6309 4.1874  0.20
H -0.9657 -0.6445 2.6511  -0.23
H -6.2587 -0.8710 2.2047  0.22
H -6.0393 0.8093 1.4766  0.35
H -6.2478 0.5177 3.1940  0.30
C 6.3476 -4.7397 -1.8363  -0.71
O 5.7818 -3.4949 -2.2633  -0.29
C 4.5059 -3.3337 -2.2290  0.66
O 3.9709 -2.3134 -2.5779  -0.68
O 3.8489 -4.3539 -1.7904  -0.42
C 2.4362 -4.1753 -1.5788  -0.30
H 6.2339 -4.9124 -0.7711  0.30
H 7.4155 -4.6261 -2.0342  0.27
H 6.0528 -5.5851 -2.4537  0.31
H 1.9913 -3.6254 -2.4034  0.14
H 2.2179 -3.6444 -0.6516  0.12
H 2.0113 -5.1680 -1.4786  0.28

Atoms 1-2, force components in eV/Å:
-1.5 -0.3 0.4
1.0 0.9 -0.2

***

Question: Which of these has the highest charge?
Answer: C36H92F6N7O12Ti2

***

Question: What is the formula in the first record?
Answer: C4H4FNS